(1)
Formula: CH4FN2
Source: the Open Molecules 2025 dataset
Level of theory: ωB97M-V/def2-TZVPD

Its total charge is +1. The lowest unoccupied orbital energy (spin up / spin down) is -8.81 / -6.07 eV. Its total energy is -6786.367 eV. As for the HOMO energy (spin up / spin down): -0.58100 / -0.57100 Eh. As for the frontier orbital gap (spin up / spin down): 0.2572 / 0.3478 Ha.

Positions of all 8 atoms, in Å:
C (-0.301, 0.433, -0.821)
N (0.947, 0.568, -0.987)
N (-1.122, -0.388, 2.011)
F (-0.839, -0.387, -1.616)
H (1.657, 1.232, -0.483)
H (1.277, 0.208, -1.918)
H (-0.148, -0.402, 2.151)
H (-1.471, -1.263, 1.663)

(2)
Formula: CH4FN2O
Source: the Open Molecules 2025 dataset
Level of theory: ωB97M-V/def2-TZVPD

Its total charge is +1. The lowest unoccupied orbital energy is -7.68 eV. Its total energy is -8832.966 eV. As for the HOMO energy: -0.66776 Eh. As for the frontier orbital gap: 0.3856 Ha.

Positions of all 9 atoms, in Å:
C (0.241, -0.316, -0.457)
N (-0.044, 1.058, -0.710)
N (-1.139, 1.467, -1.164)
O (-1.721, 2.349, -1.590)
F (-2.191, 0.072, -1.160)
H (0.770, -0.680, -1.405)
H (0.870, -0.668, 0.330)
H (-0.795, -0.689, -0.327)
H (0.566, 1.822, -0.395)

(3)
Formula: CH4FNO2S2
Source: the Open Molecules 2025 dataset
Level of theory: ωB97M-V/def2-TZVPD

The lowest unoccupied orbital energy is 0.12 eV. Its total energy is -31071.827 eV. As for the HOMO energy: -0.35438 Eh. As for the frontier orbital gap: 0.3587 Ha.

Positions of all 11 atoms, in Å:
C (-0.547, 0.351, 1.317)
N (-1.249, -1.348, -0.624)
O (1.097, -1.333, 0.164)
O (0.237, 0.678, -1.184)
F (2.673, 1.093, -1.102)
S (-0.078, -0.558, -0.134)
S (1.527, 0.487, -2.142)
H (0.322, 1.040, 1.717)
H (-0.693, -0.423, 2.122)
H (-1.345, 0.980, 1.111)
H (-1.945, -0.967, -1.246)

(4)
Formula: CH4FNS2
Source: the Open Molecules 2025 dataset
Level of theory: ωB97M-V/def2-TZVPD

The lowest unoccupied orbital energy is -1.51 eV. The structure (SMILES) is C[N+](=S)[S-].F. Its total energy is -26977.820 eV. As for the HOMO energy: -0.32067 Eh. As for the frontier orbital gap: 0.2651 Ha.

Positions of all 9 atoms, in Å:
C (0.817, -0.080, 0.045)
N (1.023, 1.463, 0.038)
S (2.406, 1.959, -0.563)
S (-0.177, 2.386, 0.648)
H (-0.163, -0.283, 0.253)
H (1.156, -0.334, -0.926)
H (1.567, -0.478, 0.751)
F (-2.798, -0.153, 1.724)
H (-3.650, 0.135, 1.814)

In eV, the relative energy (zero: lowest compared OMol25 entry of this formula, charge and spin) values for the records above are, in order, 6.262 5.320 0.253 0.867.